No. 1
# C40H33ClF10N5O4Ti

C40H33ClF10N5O4Ti as an isolated structure (the ωB97M-V functional and the def2-TZVPD basis, OMol25).

* E_HOMO (spin up / spin down): -0.74 / -0.74 eV
* total charge: -2
* molecular weight: 921.04 g/mol
* ΔE to the lowest compared entry with this formula, charge and spin: 0.0 kcal per mole
* HOMO-LUMO gap (spin up / spin down): 0.148 / 0.147 Ha
* spin multiplicity: 2

Cartesian coordinates (Å):
Ti -0.45 0.17 0.55
C -0.65 -2.55 -1.01
N 0.28 -2.08 0.03
C 1.64 -2.52 -0.45
C 2.76 -2.79 0.55
N 3.32 -1.58 1.09
C 4.04 -1.61 2.19
C 4.57 -0.37 2.69
F 4.35 0.74 1.96
C 5.29 -0.24 3.84
F 5.73 0.98 4.22
C 5.59 -1.34 4.64
F 6.29 -1.21 5.79
C 5.14 -2.57 4.20
F 5.42 -3.67 4.93
C 4.41 -2.70 3.04
F 4.07 -3.99 2.71
C -0.06 -2.73 1.31
C 0.48 -1.96 2.51
N 0.27 -0.51 2.35
C -0.11 0.09 3.55
C 0.65 1.08 4.17
F 1.85 1.41 3.69
C 0.22 1.77 5.29
F 0.98 2.74 5.83
C -0.99 1.46 5.88
F -1.42 2.11 6.97
C -1.75 0.44 5.34
F -2.93 0.12 5.89
C -1.31 -0.22 4.21
F -2.12 -1.17 3.71
H -0.66 -3.65 -1.05
H -0.32 -2.18 -1.98
H -1.66 -2.20 -0.83
H 1.98 -1.79 -1.18
H 1.48 -3.46 -0.99
H 3.50 -3.36 -0.03
H 2.39 -3.50 1.30
H 0.28 -3.77 1.32
H -1.15 -2.74 1.38
H 1.54 -2.17 2.68
H -0.05 -2.34 3.39
C 0.72 2.38 -1.48
N 1.20 1.49 -0.41
C 2.40 0.79 -0.90
C 1.60 2.32 0.75
C 0.39 2.91 1.43
C 0.38 4.23 1.86
C -0.74 4.74 2.51
C -1.85 3.92 2.69
C -1.83 2.61 2.23
C -0.72 2.06 1.59
H 1.55 3.03 -1.81
H -0.09 3.00 -1.11
H 0.36 1.79 -2.32
H 3.20 1.52 -1.10
H 2.16 0.30 -1.84
H 2.76 0.07 -0.17
H 2.31 3.09 0.43
H 2.12 1.65 1.44
H 1.25 4.86 1.71
H -0.75 5.76 2.86
H -2.73 4.31 3.19
H -2.72 2.00 2.38
O -2.29 -0.74 0.90
C -3.42 -0.64 0.42
C -3.80 0.26 -0.62
C -5.14 0.34 -1.01
C -5.49 1.17 -2.04
C -4.51 1.93 -2.72
C -3.20 1.85 -2.37
C -2.78 1.02 -1.29
O -1.56 0.94 -0.97
N -6.89 1.27 -2.43
O -7.70 0.56 -1.85
O -7.18 2.07 -3.30
H -4.21 -1.31 0.80
H -5.89 -0.26 -0.51
H -4.83 2.55 -3.55
H -2.44 2.38 -2.92
Cl -3.12 2.36 -8.81
C -2.37 1.59 -7.41
C -0.99 1.62 -7.24
C -0.40 1.02 -6.15
C -1.15 0.32 -5.14
C -0.56 -0.30 -4.05
C -2.57 0.32 -5.37
C -3.15 0.93 -6.46
H -0.37 2.14 -7.97
H 0.68 1.07 -6.04
H 0.51 -0.27 -3.90
H -1.18 -0.74 -3.28
H -3.21 -0.18 -4.66
H -4.23 0.90 -6.59

No. 2
# C40H33F3GeN5O3OsS

C40H33F3GeN5O3OsS as an isolated structure in a non-equilibrium geometry (the ωB97M-V functional and the def2-TZVPD basis, OMol25).

* E_HOMO (spin up / spin down): -3.15 / -4.88 eV
* total charge: -1
* molecular weight: 983.64 g/mol
* ΔE to the lowest compared entry with this formula, charge and spin: 27.3 kcal per mole
* HOMO-LUMO gap (spin up / spin down): 0.199 / 0.254 Ha
* spin multiplicity: 5

Cartesian coordinates (Å):
Os 1.44 0.55 -1.23
C -3.97 2.42 -2.49
C -3.59 3.57 -3.50
C -3.04 4.72 -2.74
C -2.64 3.07 -4.58
N -1.34 2.73 -4.00
C -0.92 1.67 -3.32
N 0.31 1.90 -2.93
N 0.70 3.11 -3.42
N -0.24 3.55 -4.13
H -4.73 2.77 -1.80
H -3.07 2.24 -1.86
H -4.27 1.52 -2.91
H -4.42 3.98 -4.12
H -2.18 4.50 -2.17
H -3.77 5.03 -2.01
H -2.78 5.50 -3.48
H -2.42 3.86 -5.33
H -2.93 2.17 -5.13
H -1.57 0.80 -3.03
O -0.48 3.41 -0.75
C 0.47 3.47 -0.01
N 1.42 2.48 0.14
S 2.46 2.82 1.43
O 2.12 1.93 2.52
O 3.83 2.95 1.06
C 1.80 4.45 1.75
C 2.13 5.35 2.74
C 1.18 6.39 2.93
C -0.04 6.53 2.18
C -0.22 5.65 1.17
C 0.65 4.57 1.00
H 2.99 5.19 3.37
H 1.27 7.11 3.71
H -0.64 7.38 2.45
H -1.08 5.74 0.47
F 6.85 -3.71 5.23
C 5.93 -2.68 5.45
F 5.08 -3.14 6.38
F 6.67 -1.71 6.10
C 5.28 -2.31 4.19
C 5.56 -2.99 2.97
C 4.93 -2.57 1.83
C 3.92 -1.59 1.90
C 3.61 -0.96 3.11
C 4.32 -1.29 4.22
C 3.21 -1.16 0.75
C 2.64 -0.59 -0.19
H 6.36 -3.69 2.97
H 5.12 -3.05 0.86
H 2.88 -0.15 3.13
H 4.09 -0.75 5.15
C 0.35 -0.82 -1.91
Ge -0.80 -2.08 -1.06
C -0.37 -3.96 -1.35
C 1.00 -4.25 -1.36
C 1.46 -5.56 -1.72
C 0.49 -6.52 -1.90
C -0.86 -6.30 -1.79
C -1.30 -4.99 -1.56
C -2.60 -1.85 -1.70
C -3.64 -1.73 -0.76
C -4.83 -1.23 -1.20
C -5.09 -0.98 -2.55
C -4.10 -1.24 -3.45
C -2.86 -1.70 -3.04
C -0.72 -2.04 0.98
C -0.79 -3.35 1.64
C -0.61 -3.46 3.02
C -0.36 -2.36 3.83
C -0.28 -1.13 3.24
C -0.39 -0.99 1.82
H 1.76 -3.54 -1.13
H 2.46 -5.73 -1.91
H 0.88 -7.55 -2.05
H -1.57 -7.15 -1.92
H -2.36 -4.73 -1.55
H -3.36 -1.86 0.28
H -5.62 -0.97 -0.47
H -5.98 -0.44 -2.85
H -4.29 -1.08 -4.51
H -2.11 -1.82 -3.80
H -0.99 -4.30 1.12
H -0.71 -4.43 3.47
H -0.22 -2.43 4.92
H -0.22 -0.16 3.80
H -0.25 0.00 1.38

No. 3
# C40H33N14O2S2Y

C40H33N14O2S2Y as an isolated structure (the ωB97M-V functional and the def2-TZVPD basis, OMol25).

* E_HOMO: -6.52 eV
* molecular weight: 894.84 g/mol
* HOMO-LUMO gap: 0.226 Ha

Cartesian coordinates (Å):
Y 0.27 -0.16 0.09
C 4.59 -0.42 1.32
C 4.72 -1.72 1.80
C 3.78 -2.65 1.45
C 2.69 -2.29 0.63
N 2.52 -1.01 0.25
C 3.48 -0.12 0.57
N 1.91 -3.34 0.20
C 0.97 -3.23 -0.68
N 0.39 -2.09 -1.17
C -0.24 -2.40 -2.35
N -0.68 -1.62 -3.28
C -0.33 -0.29 -3.38
C -0.91 0.40 -4.46
C -0.49 1.68 -4.76
C 0.52 2.25 -3.99
C 1.01 1.53 -2.92
N 0.58 0.30 -2.59
C -0.29 -3.88 -2.49
C -0.86 -4.70 -3.44
C -0.69 -6.07 -3.28
C 0.06 -6.59 -2.23
C 0.66 -5.75 -1.29
C 0.46 -4.39 -1.44
H 5.31 0.35 1.56
H 5.56 -2.00 2.43
H 3.84 -3.69 1.76
H 3.31 0.90 0.22
H -1.65 -0.11 -5.05
H -0.92 2.22 -5.59
H 0.90 3.24 -4.19
H 1.76 1.95 -2.27
H -1.42 -4.28 -4.26
H -1.13 -6.75 -3.99
H 0.18 -7.66 -2.14
H 1.25 -6.13 -0.47
C -0.97 -5.06 2.46
C -1.62 -4.17 1.62
C -1.26 -2.83 1.60
C -0.20 -2.36 2.39
C 0.43 -3.27 3.25
C 0.05 -4.59 3.28
N 0.25 -1.06 2.19
C 0.65 -0.26 3.25
C 1.43 0.87 2.99
C 1.78 1.77 3.99
C 1.36 1.56 5.30
C 0.56 0.46 5.57
C 0.21 -0.44 4.57
H -1.25 -6.11 2.48
H -2.44 -4.51 0.99
H -1.82 -2.12 1.00
H 1.25 -2.92 3.87
H 0.56 -5.28 3.94
H 1.80 1.10 2.00
H 2.39 2.63 3.74
H 1.63 2.26 6.08
H 0.20 0.29 6.58
H -0.43 -1.28 4.81
N 0.53 7.12 -4.30
C 0.39 6.15 -3.32
C 1.52 5.62 -2.68
C 1.38 4.68 -1.68
C 0.12 4.26 -1.30
C -1.01 4.79 -1.91
C -0.88 5.72 -2.92
S -0.08 3.07 -0.01
O 1.23 2.43 0.18
O -0.65 3.76 1.11
N -0.89 1.84 -0.52
C -2.10 1.37 -0.87
S -3.62 2.14 -1.13
C -4.32 0.58 -1.45
C -3.38 -0.38 -1.32
N -2.13 0.06 -1.00
H 1.42 7.18 -4.76
H -0.25 7.23 -4.93
H 2.51 5.96 -2.97
H 2.25 4.27 -1.19
H -2.00 4.48 -1.60
H -1.76 6.13 -3.40
H -5.36 0.47 -1.71
H -3.55 -1.44 -1.46
N -1.79 3.04 3.75
N -2.50 2.02 3.14
N -3.78 1.83 3.32
C -3.97 0.72 2.60
N -2.84 0.27 2.05
N -1.91 1.13 2.40
H -2.36 3.88 3.69
H -0.96 3.18 3.19
H -4.93 0.25 2.50

No. 4
# C40H35BrFN6O6Rh

C40H35BrFN6O6Rh as an isolated structure (the ωB97M-V functional and the def2-TZVPD basis, OMol25).

* E_HOMO (spin up / spin down): -5.29 / -7.64 eV
* molecular weight: 897.56 g/mol
* ΔE to the lowest compared entry with this formula, charge and spin: 0.0 kcal per mole
* HOMO-LUMO gap (spin up / spin down): 0.183 / 0.223 Ha
* spin multiplicity: 5

Cartesian coordinates (Å):
Rh 0.06 -0.27 0.15
F -2.29 0.36 6.52
C -1.02 0.08 6.12
C -0.73 0.08 4.79
C 0.61 -0.19 4.34
C 0.89 -0.28 2.96
O -0.10 -0.27 2.15
C 2.28 -0.39 2.57
C 3.20 -0.53 3.55
N 2.91 -0.60 4.88
C 3.96 -0.77 5.85
C 5.13 -1.64 5.52
C 4.12 -2.10 6.53
C 1.61 -0.39 5.32
C 1.30 -0.40 6.67
C -0.04 -0.16 7.08
N -0.31 -0.37 8.50
C -1.71 -0.63 8.96
C -1.62 -1.12 10.43
N -0.22 -1.30 10.78
C 0.49 -0.02 10.81
C 0.28 0.66 9.43
C 2.85 -0.33 1.17
O 4.06 -0.37 1.05
O 2.04 -0.25 0.16
H -1.50 0.29 4.06
H 4.25 -0.57 3.27
H 4.15 0.12 6.44
H 6.10 -1.31 5.87
H 5.15 -2.13 4.56
H 4.39 -2.11 7.58
H 3.44 -2.88 6.22
H 2.05 -0.63 7.41
H -2.15 -1.36 8.29
H -2.27 0.29 8.88
H -2.14 -2.07 10.54
H -2.12 -0.39 11.09
H 0.18 -1.23 8.78
H -0.11 -1.80 11.65
H 1.54 -0.21 10.98
H 0.12 0.65 11.60
H 1.20 1.02 8.99
H -0.43 1.49 9.49
Br -4.49 6.64 -6.60
C -4.81 4.88 -6.00
C -4.45 4.52 -4.71
C -4.66 3.23 -4.27
C -5.25 2.27 -5.13
C -5.63 2.67 -6.42
C -5.40 3.96 -6.86
N -5.46 0.96 -4.79
N -5.10 0.58 -3.60
C -3.86 0.30 -3.23
C -2.76 0.29 -4.13
C -1.46 0.11 -3.70
C -1.16 -0.06 -2.34
O 0.05 -0.21 -1.88
C -2.26 -0.09 -1.42
N -1.93 -0.26 -0.12
C -2.88 -0.35 0.80
C -4.23 -0.27 0.46
C -4.59 -0.07 -0.85
C -3.59 0.03 -1.84
H -4.00 5.26 -4.06
H -4.39 2.94 -3.27
H -6.10 1.94 -7.07
H -5.69 4.26 -7.86
H -2.97 0.45 -5.18
H -0.63 0.11 -4.40
H -2.54 -0.49 1.82
H -4.98 -0.37 1.23
H -5.63 0.01 -1.15
C -0.80 3.79 -0.81
O -0.83 2.35 -0.76
C -0.06 1.80 0.18
O 0.57 2.41 1.00
H -1.54 4.07 -1.55
H 0.19 4.13 -1.11
H -1.04 4.21 0.17
C -0.12 -5.15 -0.03
C -0.90 -4.42 -0.92
C -0.90 -3.03 -0.88
C -0.12 -2.37 0.05
C 0.66 -3.08 0.95
C 0.66 -4.48 0.90
H -0.12 -6.23 -0.06
H -1.51 -4.93 -1.65
H -1.51 -2.49 -1.59
H 1.28 -2.59 1.68
H 1.28 -5.03 1.59